(1)
{
  "formula": "CH3I2N",
  "method": "the ωB97M-V functional and the def2-TZVPD basis",
  "charge": 0,
  "lumo_ha": -0.0485,
  "e_tot_ha": -689.88736,
  "species": ["C", "N", "I", "I", "H", "H", "H"],
  "coordinates": [[0.0660, 0.0935, 0.2122], [1.7964, 1.2051, -0.2821], [2.8051, 1.1014, 1.6716], [2.8631, 0.7191, -1.8804], [0.2076, -0.8467, 0.7828], [-0.3955, 0.9586, 0.6856], [0.0243, -0.0537, -0.8701]],
  "atomic_forces_ev_per_a": [[3.084, 0.865, -1.664], [-2.461, -0.783, 3.563], [-0.344, 0.001, -1.385], [0.447, -0.695, -0.538], [0.275, 0.972, -0.219], [-0.057, -0.412, -0.248], [-0.944, 0.052, 0.490]]
}



(2)
{
  "formula": "CH3I2P",
  "method": "the ωB97M-V functional and the def2-TZVPD basis",
  "charge": 0,
  "lumo_ha": -0.0213,
  "e_tot_ha": -976.58907,
  "species": ["C", "P", "I", "I", "H", "H", "H"],
  "coordinates": [[0.4429, -0.1496, -0.3131], [-0.3793, 0.9425, 0.8615], [1.2434, 1.0711, -1.7958], [-0.5410, -1.9936, -1.1587], [1.3974, -0.7084, 0.1942], [-0.4994, -0.1197, 1.8585], [-1.6640, 0.9577, 0.3533]],
  "atomic_forces_ev_per_a": [[2.408, -2.919, 0.540], [0.641, -0.611, 1.695], [0.311, 0.331, -0.928], [0.246, 1.068, 0.469], [-2.470, 1.687, -1.050], [-0.480, 0.752, -0.497], [-0.656, -0.307, -0.228]]
}



(3)
{
  "formula": "CH3I2P",
  "method": "the ωB97M-V functional and the def2-TZVPD basis",
  "charge": 0,
  "lumo_ha": -0.0252,
  "e_tot_ha": -976.47389,
  "species": ["C", "P", "I", "I", "H", "H", "H"],
  "coordinates": [[0.6806, -0.3123, 0.8349], [-0.5891, 0.2231, -0.0622], [2.0690, 1.1746, 0.3029], [1.0057, -2.3642, 0.2568], [-0.8591, 1.4534, 0.4038], [-2.0398, 0.1416, -0.1898], [-0.2672, -0.3163, -1.5464]],
  "atomic_forces_ev_per_a": [[0.729, -1.787, 1.641], [-2.170, -0.931, -4.093], [0.838, -0.117, 0.150], [0.168, 0.828, 0.248], [0.573, 1.972, -0.305], [0.679, -1.602, 0.742], [-0.816, 1.636, 1.618]]
}



(4)
{
  "formula": "CH3IN2",
  "method": "the ωB97M-V functional and the def2-TZVPD basis",
  "smiles": "IC1NN1",
  "charge": 0,
  "lumo_ha": 0.0157,
  "e_tot_ha": -447.03028,
  "species": ["C", "N", "N", "I", "H", "H", "H"],
  "coordinates": [[0.2684, -0.0165, -0.4537], [-0.6290, 0.7444, 0.3124], [-0.5271, -0.6912, 0.5010], [2.3800, -0.0083, -0.0691], [0.0702, -0.0970, -1.5150], [-0.2167, 1.2296, 1.1083], [-1.3460, -1.1609, 0.1162]],
  "atomic_forces_ev_per_a": [[0.703, -0.288, -0.235], [-0.845, 1.096, -0.103], [0.220, -0.850, 0.733], [-0.427, 0.037, -0.104], [0.069, 0.043, 0.017], [0.201, -0.411, -0.088], [0.079, 0.372, -0.220]]
}



(5)
{
  "formula": "CH3IN2O2",
  "method": "the ωB97M-V functional and the def2-TZVPD basis",
  "charge": 0,
  "lumo_ha": [-0.0339, -0.0107],
  "e_tot_ha": -597.31953,
  "species": ["C", "N", "N", "O", "O", "I", "H", "H", "H"],
  "coordinates": [[0.0057, -0.1038, 0.2797], [-1.3873, 1.6839, 3.2230], [-1.7741, -0.2485, 1.6296], [-0.3147, 1.7685, 2.7546], [-0.5212, -0.1104, 1.5938], [-2.8488, 1.5488, 1.4517], [-0.2160, 0.7671, -0.3887], [-0.2840, -1.0613, -0.2129], [1.0270, -0.3042, 0.5770]],
  "atomic_forces_ev_per_a": [[1.150, -1.535, -1.011], [2.661, -0.058, 0.224], [-2.455, -0.952, 1.486], [-1.220, 0.528, 1.556], [0.928, 0.213, -0.734], [-1.715, 0.668, -1.833], [0.185, -0.484, 1.087], [-0.274, 0.828, 0.147], [0.741, 0.791, -0.922]]
}



(6)
{
  "formula": "CH3IN2O2",
  "method": "the ωB97M-V functional and the def2-TZVPD basis",
  "charge": 0,
  "lumo_ha": -0.0194,
  "e_tot_ha": -597.37048,
  "species": ["C", "N", "N", "O", "O", "I", "H", "H", "H"],
  "coordinates": [[-0.6796, -0.9031, 0.5182], [0.5576, 1.9968, -0.6877], [0.8879, 0.1988, -0.9188], [-0.5708, 2.2081, -0.8367], [-0.2287, -0.5398, -0.7671], [2.4161, 0.1102, 0.4339], [-0.9473, 0.0440, 0.9867], [-0.0534, -1.5271, 1.0495], [-1.3818, -1.5879, 0.2220]],
  "atomic_forces_ev_per_a": [[-0.002, 2.480, -0.833], [-1.897, -1.685, -0.686], [-0.009, 2.403, -0.544], [1.641, -0.285, 0.359], [1.017, -0.094, -0.845], [0.451, -0.502, 0.613], [-0.526, -0.635, 0.725], [2.267, -0.664, 1.318], [-2.942, -1.018, -0.106]]
}



(7)
{
  "formula": "CH3IN4",
  "method": "the ωB97M-V functional and the def2-TZVPD basis",
  "charge": 0,
  "lumo_ha": 0.0198,
  "e_tot_ha": -556.50820,
  "species": ["C", "N", "N", "N", "N", "I", "H", "H", "H"],
  "coordinates": [[-1.1958, 1.0582, -0.7401], [0.4768, -1.0579, -0.8653], [1.2508, -1.1774, -0.0526], [-0.3629, 1.6419, -0.0737], [2.1571, -1.3170, 0.7132], [-2.9339, 0.1673, 0.3038], [-1.3884, 0.9061, -1.7216], [-0.2047, 1.6773, 0.9068], [2.2011, -1.8984, 1.5295]],
  "atomic_forces_ev_per_a": [[-1.057, 0.163, 4.678], [0.676, -0.046, 0.496], [-1.837, -1.210, -1.004], [1.566, 0.662, -2.064], [2.298, 1.207, 0.440], [-0.065, -0.221, -0.116], [0.127, -0.037, -3.068], [-0.740, -0.158, 0.691], [-0.968, -0.360, -0.052]]
}



(8)
{
  "formula": "CH3IN4",
  "method": "the ωB97M-V functional and the def2-TZVPD basis",
  "charge": 0,
  "lumo_ha": 0.0090,
  "e_tot_ha": -556.48564,
  "species": ["C", "N", "N", "N", "N", "I", "H", "H", "H"],
  "coordinates": [[0.6641, 0.5817, -0.3985], [-0.0496, 1.2466, 0.6948], [-0.9803, 0.5443, 1.1361], [-0.2960, -0.6026, -0.6712], [-1.0848, -0.5597, 0.4708], [2.5760, -0.0316, 0.1420], [0.6762, 1.5242, -1.3511], [0.3352, -1.3731, -0.5464], [-1.8407, -1.3298, 0.5235]],
  "atomic_forces_ev_per_a": [[-3.467, 2.609, -2.716], [0.834, 0.932, 0.351], [-0.262, 0.318, 0.430], [2.352, 1.442, -0.901], [-2.189, -3.509, 0.004], [0.931, -0.130, 0.147], [0.298, -3.399, 2.681], [0.008, -0.832, -0.295], [1.495, 2.570, 0.299]]
}



(9)
{
  "formula": "CH3INOP",
  "method": "the ωB97M-V functional and the def2-TZVPD basis",
  "smiles": "O=C(I)NP",
  "charge": 0,
  "lumo_ha": -0.0050,
  "e_tot_ha": -808.89969,
  "species": ["C", "N", "O", "P", "I", "H", "H", "H"],
  "coordinates": [[-1.0183, 1.4957, 0.1283], [-0.4901, 0.6299, -0.6676], [-0.6256, 1.4236, 1.4264], [0.6840, -0.5341, -0.0845], [-2.6167, 2.7323, -0.6665], [-0.9571, 0.4364, -1.5665], [-0.0672, -0.5790, 1.0981], [1.7428, 0.4075, 0.5824]],
  "atomic_forces_ev_per_a": [[0.879, 0.347, 8.558], [0.379, -1.318, -3.219], [-2.675, 1.887, -6.604], [1.268, 0.915, 0.831], [0.788, -0.480, 0.487], [0.667, 0.433, 0.591], [0.362, -0.637, 0.446], [-1.668, -1.146, -1.089]]
}



(10)
{
  "formula": "CH3IO",
  "method": "the ωB97M-V functional and the def2-TZVPD basis",
  "charge": 0,
  "lumo_ha": -0.0137,
  "e_tot_ha": -412.73832,
  "species": ["C", "O", "I", "H", "H", "H"],
  "coordinates": [[0.0118, -0.2941, 0.6039], [0.6956, 0.7474, -0.7174], [-0.5560, 0.7992, -2.2178], [-0.9097, 0.1892, 0.8657], [0.8143, -0.1736, 1.3135], [-0.0561, -1.2682, 0.1520]],
  "atomic_forces_ev_per_a": [[1.935, 2.448, -3.013], [-1.472, -2.308, 2.996], [-0.100, -0.018, -0.082], [-0.287, 0.087, 0.025], [0.020, -0.058, 0.163], [-0.096, -0.151, -0.089]]
}



(11)
{
  "formula": "CH3IO2",
  "method": "the ωB97M-V functional and the def2-TZVPD basis",
  "smiles": "O=CI.O",
  "charge": 0,
  "lumo_ha": 0.0128,
  "e_tot_ha": -488.03732,
  "species": ["C", "O", "O", "I", "H", "H", "H"],
  "coordinates": [[1.0628, 0.6217, -0.7358], [0.5610, -0.1866, -0.0999], [-1.9074, -0.6099, 1.0820], [3.1590, 0.8101, -1.0328], [0.6418, 1.5519, -1.3026], [-1.0788, -1.0272, 1.4813], [-2.4384, -1.1599, 0.6077]],
  "atomic_forces_ev_per_a": [[0.840, 3.814, -2.364], [-1.279, -1.991, 1.360], [3.645, 2.493, 3.246], [0.787, -0.161, -0.029], [-0.084, -1.652, 0.956], [-2.188, 0.419, -1.357], [-1.721, -2.922, -1.812]]
}



(12)
{
  "formula": "CH3IO2",
  "method": "the ωB97M-V functional and the def2-TZVPD basis",
  "charge": 0,
  "lumo_ha": -0.0200,
  "e_tot_ha": -487.98806,
  "species": ["C", "O", "O", "I", "H", "H", "H"],
  "coordinates": [[-0.3144, -0.0416, -0.2598], [0.1392, 0.9499, -1.0702], [-0.6678, 0.3739, 0.9867], [1.5117, -1.4560, -0.0464], [-1.1150, -0.6456, -0.6874], [1.4111, 1.1447, -0.6021], [-0.9648, -0.3253, 1.6792]],
  "atomic_forces_ev_per_a": [[0.412, -0.524, 0.207], [4.494, 0.336, 2.448], [-0.372, -0.465, 2.082], [-0.425, 0.034, -0.003], [0.337, 0.000, -0.533], [-5.313, -0.769, -1.839], [0.868, 1.387, -2.363]]
}